63
Properties=species:S:1:pos:R:3:forces:R:3 method="wB97M-V/def2-TZVPD" gap_ha=0.2769 homo_energy_ev=-12.01 e_above_lowest_kcal_mol=6.64 energy_ev=-59249.9508 max_force_ev_per_a=3.69 total_charge=+1
O -20.14205 2.93924 -26.89278 -1.960 1.103 -0.161
V -21.58565 3.63483 -26.74264 2.309 2.673 1.067
O -21.35371 5.22983 -26.53934 -0.082 -3.198 -0.623
O -23.73209 4.00672 -26.11738 -0.557 -0.339 -0.216
H -24.51972 3.74401 -26.61285 0.033 0.120 0.128
H -24.04942 4.17468 -25.21913 0.246 0.128 -0.077
O -21.38393 3.37094 -24.52902 0.526 -0.386 -0.369
H -20.41551 3.32779 -24.32860 0.014 0.056 -0.121
H -21.82439 3.38162 -23.67220 -0.219 0.014 -0.248
O -22.27097 4.05656 -28.89666 -0.058 -0.470 0.229
H -21.66808 4.11636 -29.65165 0.109 -0.086 0.268
H -23.08258 4.49965 -29.17766 0.138 0.119 0.237
O -22.61147 1.63048 -26.99481 -0.507 0.086 -0.233
H -22.32670 0.70640 -27.03800 0.350 0.251 0.060
H -23.49235 1.64129 -27.39157 0.095 -0.161 0.091
C -19.30774 7.69560 -30.81447 -0.435 0.343 0.583
C -19.76387 7.72737 -29.32696 1.285 -1.098 -1.516
C -18.71504 7.08815 -28.44756 -0.272 -0.065 1.121
O -19.94640 9.05698 -28.91689 -0.456 0.080 0.212
H -20.18104 7.89339 -31.44128 0.188 0.085 -0.229
H -18.85050 6.75756 -31.12671 -0.160 -0.141 0.149
H -18.56309 8.48010 -30.95150 -0.036 0.036 -0.106
H -20.65500 7.08558 -29.24469 -0.325 0.433 0.139
H -17.82765 7.70768 -28.31975 -0.007 0.047 -0.201
H -18.42116 6.08747 -28.76691 -0.033 0.096 -0.331
H -19.16234 6.94186 -27.45812 0.206 0.145 0.060
H -20.49278 9.50588 -29.57265 0.048 0.023 0.083
C -18.22614 5.45301 -22.13325 0.474 0.873 -0.100
C -18.90332 5.23351 -23.46173 -0.064 0.169 -0.299
C -18.55145 6.23972 -24.56946 -0.945 -1.076 0.276
O -18.67443 3.88794 -23.92397 -0.285 0.319 0.233
H -17.13605 5.51147 -22.23393 -0.001 -0.540 -0.103
H -18.52135 4.69464 -21.41282 0.084 0.081 0.125
H -18.44059 6.46285 -21.77016 -0.417 -0.198 0.181
H -19.98729 5.29797 -23.30276 0.069 -0.039 -0.058
H -17.47990 6.32237 -24.73623 0.021 0.407 0.189
H -19.10588 7.15409 -24.35737 0.606 0.372 -0.087
H -18.99822 5.81472 -25.47122 0.101 0.158 -0.119
H -17.73462 3.71382 -23.79073 -0.130 -0.485 -0.289
C -22.26655 8.29328 -26.83265 0.096 -0.126 -0.153
C -23.37058 8.02811 -25.81891 0.801 0.175 0.381
C -22.84808 8.10151 -24.37520 0.104 0.677 -0.332
O -24.45636 8.91266 -26.01954 -0.272 -0.308 0.002
H -21.45391 7.60476 -26.60474 0.187 0.143 -0.318
H -21.87243 9.31183 -26.87690 -0.055 0.040 0.577
H -22.62170 8.13166 -27.85375 -0.071 -0.332 0.074
H -23.66374 6.98458 -25.97848 -0.659 0.217 -0.175
H -22.01496 7.40672 -24.25302 -0.054 -0.034 0.171
H -23.61605 7.95404 -23.61608 -0.120 -0.363 -0.190
H -22.48215 9.11673 -24.18773 0.214 -0.069 -0.048
H -24.07541 9.79829 -26.04804 -0.155 -0.007 0.000
C -16.57401 0.94426 -27.78849 0.108 -0.010 -0.269
C -16.44470 1.81358 -26.53618 -0.059 0.322 -0.707
C -16.20462 3.28502 -26.90966 0.709 -0.767 0.137
O -17.59060 1.66761 -25.70703 0.095 0.054 0.003
H -15.65720 0.98858 -28.38039 0.059 -0.122 0.111
H -17.36300 1.28103 -28.47061 -0.103 0.277 0.240
H -16.80487 -0.09788 -27.56826 0.169 0.015 0.240
H -15.56038 1.52235 -25.96764 -0.249 -0.418 0.179
H -15.73734 3.79270 -26.06493 -0.484 0.297 0.099
H -17.11872 3.76285 -27.25797 0.067 0.176 -0.008
H -15.42314 3.28698 -27.67410 -0.262 0.237 -0.244
H -18.32784 2.00066 -26.23918 -0.021 -0.010 0.284